# 1
7 unconnected molecules or ions with the total composition H14O7 at a distorted geometry. Source: OMol25; level of theory: ωB97M-V/def2-TZVPD.

Last column: Löwdin charge in e.
Element x y z (Å)
O (2.1339, 0.6268, -2.0243)  0.21
H (2.0982, 0.5785, -3.1000)  0.26
H (1.2726, 0.2944, -1.6110)  0.11
H (2.9379, 0.1362, -1.5848)  0.23
O (0.0642, 0.0399, -0.3190)  -0.39
H (-0.3733, -0.5748, 0.2873)  -0.01
O (-2.4767, -0.2477, 2.0575)  -0.05
H (-2.6995, 0.5923, 1.6384)  0.04
H (-2.9922, -0.9729, 1.6978)  0.03
O (1.1050, -2.4514, 0.1188)  -0.13
H (0.4270, -3.0860, 0.3793)  0.03
H (0.7376, -1.4719, 0.1001)  0.01
O (-0.0911, 2.5446, 0.6795)  -0.19
H (-0.0743, 2.4905, 1.6747)  0.04
H (-0.0213, 1.5317, 0.3065)  0.02
O (-2.3856, -0.0117, -1.7972)  -0.10
H (-1.6064, 0.1308, -1.2064)  -0.02
H (-2.5330, 0.8733, -2.1782)  0.03
O (1.6431, -0.0626, 1.8586)  -0.10
H (0.9348, 0.0047, 1.1350)  -0.02
H (1.8990, -0.9647, 1.8872)  -0.01

Atoms 1-2, force components in eV/Å:
1.64 -0.90 -2.50
0.32 -0.12 3.75

## Properties
Maximum force = 0.07316 hartree/bohr
Frontier orbital gap = 8.191 eV
Energy relative to the best compared isomer or geometry (same formula, charge and spin) = 109.2 kcal/mol
LUMO energy = -1.614 eV



# 2
A molecular structure, H14O7 at a distorted geometry. Source: OMol25; level of theory: ωB97M-V/def2-TZVPD.

Last column: Löwdin charge in e.
Element x y z (Å)
O (-1.3603, -0.9272, 0.7592)  0.02
H (-2.1406, -1.2049, 0.2794)  -0.02
H (-1.4000, -1.4125, 1.5833)  0.11
O (1.8411, 1.1668, -1.4817)  -0.05
H (2.5231, 1.8381, -1.4581)  0.03
H (1.5548, 1.0835, -0.5721)  -0.10
O (1.3932, 1.4488, 0.7796)  0.01
H (1.6972, 0.8027, 1.4171)  0.14
H (1.9974, 2.1848, 0.8769)  0.14
O (1.4797, -2.4705, -0.3146)  -0.08
H (1.4738, -3.1536, 0.3559)  0.01
H (0.9880, -1.7475, 0.0750)  -0.05
O (-2.5961, -0.8243, -0.9675)  0.04
H (-2.2319, -1.5054, -1.5330)  0.10
H (-3.5336, -1.0148, -0.9356)  0.09
O (-0.5526, 2.3576, 0.3124)  -0.05
H (0.2046, 2.0075, 0.7816)  -0.12
H (-1.1171, 2.7130, 0.9990)  0.03
O (0.1318, -0.6395, -0.5900)  -0.08
H (0.3446, 0.1980, -0.1783)  0.01
H (-0.6971, -0.9005, -0.1887)  -0.18

Atoms 1-2, force components in eV/Å:
-3.58 -1.15 8.73
-0.98 0.22 -0.01

## Properties
Maximum force = 0.18488 hartree/bohr
Frontier orbital gap = 9.269 eV
Energy relative to the best compared isomer or geometry (same formula, charge and spin) = 165.8 kcal/mol
LUMO energy = -0.061 eV



# 3
7 unconnected molecules or ions with the total composition H14O7 at a distorted geometry. Source: OMol25; level of theory: ωB97M-V/def2-TZVPD.

Last column: Löwdin charge in e.
Element x y z (Å)
O (-19.1850, 15.6600, 18.1380)  -0.05
H (-19.3480, 16.3290, 18.8840)  0.12
H (-20.0660, 15.6290, 17.8110)  0.04
O (-20.2870, 14.3710, 21.7010)  -0.04
H (-21.2490, 14.5350, 21.6980)  0.09
H (-20.0900, 14.2360, 20.7980)  -0.01
O (-19.4880, 11.7950, 22.3850)  -0.05
H (-18.5610, 11.9810, 22.2370)  0.02
H (-19.9570, 12.6000, 22.2000)  -0.03
O (-22.7190, 12.5500, 19.9730)  -0.06
H (-21.7560, 12.4500, 20.0470)  -0.02
H (-23.0270, 11.6520, 20.0540)  0.03
O (-17.8030, 14.3170, 23.3790)  -0.05
H (-17.8400, 13.4540, 23.7780)  0.02
H (-18.6050, 14.5590, 22.9120)  -0.01
O (-17.2860, 14.3900, 19.4330)  -0.04
H (-17.3670, 13.4720, 19.5640)  -0.01
H (-17.9990, 14.7260, 18.8590)  -0.03
O (-20.0250, 12.6310, 19.4590)  -0.02
H (-20.1130, 13.0350, 18.6330)  0.03
H (-19.0890, 12.3850, 19.4820)  0.07

Atoms 1-2, force components in eV/Å:
-0.18 2.07 2.12
0.91 -1.28 -1.33

## Properties
Maximum force = 0.05780 hartree/bohr
Frontier orbital gap = 10.724 eV
SMILES = O.O.O.O.O.O.O
Energy relative to the best compared isomer or geometry (same formula, charge and spin) = 44.3 kcal/mol
LUMO energy = -0.236 eV



# 4
7 unconnected molecules or ions with the total composition H14O7 at a distorted geometry. Source: OMol25; level of theory: ωB97M-V/def2-TZVPD.

Last column: Löwdin charge in e.
Element x y z (Å)
O (-50.3610, 15.4720, 8.3638)  -0.07
H (-50.8028, 14.9748, 7.6510)  0.08
H (-50.2941, 14.6157, 8.9101)  0.13
O (-47.6604, 18.0819, 4.4867)  -0.11
H (-48.3221, 17.6774, 5.0691)  -0.02
H (-47.3129, 17.3503, 3.8591)  0.08
O (-51.8539, 18.6682, 5.8612)  -0.03
H (-51.7891, 19.3478, 6.5847)  0.12
H (-52.6489, 18.2509, 5.6431)  0.04
O (-49.4211, 17.6424, 6.7226)  -0.07
H (-49.5288, 17.0558, 7.5212)  0.03
H (-50.3330, 17.9192, 6.5760)  0.00
O (-47.0707, 17.1950, 8.2951)  -0.10
H (-48.0070, 17.2786, 7.9710)  0.00
H (-46.6602, 18.1114, 8.3428)  0.07
O (-50.6666, 18.3278, 3.2185)  -0.08
H (-51.0415, 18.2689, 4.1328)  0.00
H (-51.3233, 17.6992, 2.8353)  0.05
O (-51.8527, 17.4833, 9.5773)  -0.01
H (-52.3610, 17.4735, 8.8338)  -0.04
H (-51.2996, 16.7686, 9.2766)  -0.02

Atoms 1-2, force components in eV/Å:
-0.42 -3.54 0.67
0.03 1.06 -0.60

## Properties
Maximum force = 0.08544 hartree/bohr
Frontier orbital gap = 9.765 eV
SMILES = O.O.O.O.O.O.O
Energy relative to the best compared isomer or geometry (same formula, charge and spin) = 66.9 kcal/mol
LUMO energy = -0.375 eV